# 1
The following is a quantum chemistry calculation of C30H20BrF4P2PtS2Se4 as an isolated structure in a non-equilibrium geometry, from OMol25.

Computed properties:
- relative energy (zero: lowest compared OMol25 entry of this formula, charge and spin) (kJ/mol) = 125.5
- E_HOMO (eV) = -4.03
- strongest force on any atom (Eh/bohr) = 0.0260

The geometry in ORCA input format:
```
! wB97M-V def2-TZVPD RIJCOSX def2/J DEFGRID3
* xyz -1 1
Pt 0.239 0.106 -0.029
F 4.370 5.936 1.235
C 3.340 5.129 0.984
C 2.079 5.646 0.811
F 1.883 6.965 0.884
C 1.021 4.795 0.561
F -0.153 5.405 0.362
C 1.144 3.409 0.499
P -0.363 2.304 0.269
C -1.237 3.127 -1.100
C -2.625 3.034 -1.143
C -3.333 3.615 -2.186
C -2.656 4.275 -3.201
C -1.269 4.344 -3.178
C -0.563 3.770 -2.133
C -1.415 2.740 1.719
C -1.621 1.758 2.681
C -2.370 2.020 3.824
C -2.933 3.269 4.012
C -2.790 4.239 3.026
C -2.053 3.976 1.884
C 2.456 2.911 0.631
Br 2.952 1.105 0.447
C 3.523 3.766 0.874
F 4.767 3.302 1.004
H -3.154 2.503 -0.361
H -4.413 3.546 -2.207
H -3.206 4.735 -4.013
H -0.730 4.834 -3.979
H 0.517 3.818 -2.130
H -1.196 0.776 2.536
H -2.502 1.238 4.562
H -3.502 3.486 4.908
H -3.256 5.209 3.145
H -2.002 4.729 1.115
Se 0.067 -2.126 -0.889
Se 1.113 -3.626 0.513
Se 0.376 -2.920 2.623
Se 0.765 -0.644 2.520
S -1.468 -0.316 -4.341
P 0.316 0.441 -4.103
S 1.022 0.888 -2.246
C 1.609 -0.567 -4.925
C 2.933 -0.545 -4.497
C 3.906 -1.235 -5.209
C 3.561 -1.949 -6.348
C 2.238 -1.985 -6.767
C 1.264 -1.296 -6.059
C 0.512 2.016 -5.034
C -0.396 2.332 -6.037
C -0.284 3.533 -6.729
C 0.732 4.426 -6.419
C 1.655 4.104 -5.430
C 1.550 2.902 -4.746
H 3.192 -0.005 -3.595
H 4.934 -1.219 -4.868
H 4.322 -2.482 -6.905
H 1.964 -2.557 -7.646
H 0.226 -1.330 -6.366
H -1.197 1.637 -6.255
H -1.001 3.778 -7.503
H 0.803 5.372 -6.941
H 2.448 4.799 -5.181
H 2.267 2.649 -3.973
*
```

These are the Löwdin partial charges, in e, on atoms 1 to 4: number 1, Pt, carries 0.0391; number 2, F, carries 0.1293; number 3, C, carries -0.1413; number 4, C, carries -0.1400



# 2
The following is a quantum chemistry calculation of C6H13N4 as an isolated structure in a non-equilibrium geometry, from OMol25.

Computed properties:
- relative energy (zero: lowest compared OMol25 entry of this formula, charge and spin) (kJ/mol) = 447.6
- E_HOMO (eV) = -12.62
- strongest force on any atom (Eh/bohr) = 0.1052

The geometry in ORCA input format:
```
! wB97M-V def2-TZVPD RIJCOSX def2/J DEFGRID3
* xyz 1 1
C -0.744 -0.106 -2.559
C 0.285 -1.207 -2.492
C -1.356 0.325 -1.417
C 0.828 -1.600 -1.396
C -0.948 -0.010 -0.043
C 0.528 -0.139 0.001
N -1.290 0.919 1.060
N 0.636 -0.291 2.470
N 0.934 -0.875 1.106
N 1.165 1.108 -0.195
H -1.240 -0.049 -3.495
H 0.597 -1.691 -3.402
H -2.207 0.923 -1.771
H 1.663 -2.214 -1.405
H -1.500 -0.888 0.281
H -2.228 0.797 1.304
H -0.570 0.464 1.856
H 0.430 -1.165 2.961
H 1.412 0.234 3.040
H 1.856 -1.353 0.971
H -1.094 1.957 0.861
H 2.126 0.808 -0.189
H 0.945 1.811 -0.876
*
```

These are the Löwdin partial charges, in e, on atoms 1 to 4: number 1, C, carries -0.0383; number 2, C, carries -0.1357; number 3, C, carries -0.0532; number 4, C, carries 0.0989



# 3
The following is a quantum chemistry calculation of one molecule with the formula C3H5O4P in a non-equilibrium geometry, from OMol25.

Computed properties:
- SMILES = O=C(PO)/C(O)=C/O
- relative energy (zero: lowest compared OMol25 entry of this formula, charge and spin) (kJ/mol) = 154.8
- E_HOMO (eV) = -9.11
- strongest force on any atom (Eh/bohr) = 0.0589

The geometry in ORCA input format:
```
! wB97M-V def2-TZVPD RIJCOSX def2/J DEFGRID3
* xyz 0 1
C -1.517 0.493 0.197
C -0.355 0.129 -0.297
C 0.908 0.956 -0.053
O 0.897 2.133 0.151
O -2.744 -0.178 -0.048
O -0.146 -0.884 -1.223
O 1.838 -1.297 0.771
P 2.401 -0.149 -0.318
H -1.518 1.460 0.724
H -3.006 -0.428 0.827
H -1.100 -1.160 -1.554
H 1.433 -1.899 0.189
H 2.910 0.823 0.633
*
```

These are the Löwdin partial charges, in e, on atoms 1 to 4: number 1, C, carries -0.1034; number 2, C, carries -0.3221; number 3, C, carries -0.5394; number 4, O, carries 0.0499



# 4
The following is a quantum chemistry calculation of one molecule with the formula C5H6BrF in a non-equilibrium geometry, from OMol25.

Computed properties:
- SMILES = C#C[C@H](C)[C@H](F)Br
- relative energy (zero: lowest compared OMol25 entry of this formula, charge and spin) (kJ/mol) = 105.4
- E_HOMO (eV) = -10.13
- strongest force on any atom (Eh/bohr) = 0.0553

The geometry in ORCA input format:
```
! wB97M-V def2-TZVPD RIJCOSX def2/J DEFGRID3
* xyz 0 1
C 0.343 -2.351 -0.535
C 0.072 -1.390 0.105
C -1.432 0.664 0.184
C -0.066 0.026 0.604
C 1.089 0.819 -0.079
F 1.018 0.799 -1.419
Br 2.869 0.068 0.430
H 0.201 -3.126 -1.186
H -1.983 -0.118 -0.368
H -1.261 1.439 -0.621
H -1.773 1.279 1.001
H 0.004 -0.040 1.769
H 0.917 1.933 0.115
*
```

These are the Löwdin partial charges, in e, on atoms 1 to 4: number 1, C, carries 0.1181; number 2, C, carries -0.1582; number 3, C, carries -0.0537; number 4, C, carries -0.3775



# 5
The following is a quantum chemistry calculation of a 2-piece molecular cluster, C9H14NS overall in a non-equilibrium geometry, from OMol25.

Computed properties:
- relative energy (zero: lowest compared OMol25 entry of this formula, charge and spin) (kJ/mol) = 308.7
- E_HOMO (spin up / spin down) (eV) = -11.47 / -11.48
- strongest force on any atom (Eh/bohr) = 0.0832

The geometry in ORCA input format:
```
! wB97M-V def2-TZVPD RIJCOSX def2/J DEFGRID3
* xyz 1 1
C 2.826 -1.316 0.214
C 2.399 -0.538 1.266
C 2.220 -1.161 -1.008
C 1.255 0.260 1.173
C 1.231 -0.209 -1.111
C -0.879 2.165 0.924
C -0.839 1.668 -1.582
C -2.900 -2.341 0.382
C -0.424 1.227 -0.204
N 0.663 0.429 -0.050
S -1.613 -1.228 0.836
H 3.749 -2.006 0.277
H 2.947 -0.537 2.231
H 2.518 -1.607 -1.857
H 0.720 0.835 1.994
H 0.798 -0.028 -2.096
H -1.042 1.592 1.807
H -1.733 2.621 0.619
H -0.041 2.852 1.134
H -1.306 2.566 -1.395
H 0.079 1.758 -2.207
H -1.495 0.979 -2.137
H -2.907 -2.591 -0.708
H -3.783 -2.158 0.827
H -2.446 -3.233 0.672
*
```

These are the Löwdin partial charges, in e, on atoms 1 to 4: number 1, C, carries -0.0213; number 2, C, carries -0.0137; number 3, C, carries 0.0019; number 4, C, carries -0.0093



# 6
The following is a quantum chemistry calculation of C41H33ClN2O4PV as an isolated structure in a non-equilibrium geometry, from OMol25.

Computed properties:
- relative energy (zero: lowest compared OMol25 entry of this formula, charge and spin) (kJ/mol) = 224.9
- E_HOMO (spin up / spin down) (eV) = -7.06 / -7.34
- strongest force on any atom (Eh/bohr) = 0.0950

The geometry in ORCA input format:
```
! wB97M-V def2-TZVPD RIJCOSX def2/J DEFGRID3
* xyz 0 3
V -0.412 -0.046 -1.304
O 0.669 -1.334 -2.097
C 0.437 -2.598 -2.406
C 1.427 -3.318 -3.096
C 1.263 -4.646 -3.399
C 0.085 -5.328 -3.046
C -0.910 -4.626 -2.421
C -0.767 -3.270 -2.093
C -1.926 -2.579 -1.558
N -1.944 -1.364 -1.171
C -3.206 -0.653 -0.864
C -3.159 0.755 -1.545
N -1.901 0.903 -2.296
C -1.864 1.887 -3.127
C -0.816 2.182 -3.951
C -0.809 3.360 -4.739
C 0.207 3.601 -5.608
C 1.244 2.625 -5.738
C 1.241 1.461 -5.023
C 0.194 1.181 -4.074
O 0.125 0.120 -3.393
H 2.323 -2.774 -3.365
H 2.052 -5.172 -3.922
H -0.041 -6.374 -3.285
H -1.846 -5.118 -2.173
H -2.860 -3.148 -1.536
H -3.287 -0.537 0.218
H -4.063 -1.234 -1.209
H -3.220 1.530 -0.780
H -4.029 0.854 -2.199
H -2.737 2.553 -3.182
H -1.624 4.070 -4.630
H 0.229 4.502 -6.205
H 2.055 2.818 -6.430
H 2.026 0.723 -5.124
Cl 2.223 -3.636 -0.034
C 2.569 -3.357 1.641
C 3.439 -4.237 2.267
C 3.725 -4.078 3.614
C 3.138 -3.047 4.324
C 2.273 -2.173 3.682
C 1.971 -2.299 2.330
P 0.791 -1.099 1.494
C 1.291 0.452 2.353
C 2.243 1.223 1.684
C 2.714 2.404 2.238
C 2.234 2.833 3.468
C 1.285 2.075 4.139
C 0.816 0.892 3.585
C -0.783 -1.599 2.305
C -1.823 -0.687 2.496
C -3.051 -1.109 2.987
C -3.268 -2.451 3.271
C -2.245 -3.367 3.067
C -1.013 -2.942 2.591
H 3.880 -5.039 1.693
H 4.405 -4.763 4.104
H 3.355 -2.919 5.377
H 1.826 -1.364 4.247
H 2.601 0.902 0.712
H 3.444 2.995 1.702
H 2.591 3.759 3.897
H 0.906 2.405 5.098
H 0.074 0.311 4.118
H -1.671 0.354 2.247
H -3.842 -0.387 3.143
H -4.226 -2.779 3.651
H -2.403 -4.415 3.284
H -0.221 -3.669 2.444
O 0.717 1.805 -1.208
C -0.037 2.101 -0.273
O -0.753 1.167 0.267
C -0.171 3.478 0.245
C 0.183 4.543 -0.571
C 0.057 5.839 -0.096
C -0.401 6.066 1.195
C -0.746 4.995 2.015
C -0.641 3.699 1.535
H 0.553 4.340 -1.569
H 0.321 6.674 -0.731
H -0.491 7.078 1.565
H -1.096 5.171 3.023
H -0.903 2.850 2.155
*
```

These are the Löwdin partial charges, in e, on atoms 1 to 4: number 1, V, carries 1.0071; number 2, O, carries -0.2278; number 3, C, carries -0.3534; number 4, C, carries -0.0555



# 7
The following is a quantum chemistry calculation of one molecule with the formula C4H6N2O, from OMol25.

Computed properties:
- SMILES = NC1=CC=N[C@@H]1O
- relative energy (zero: lowest compared OMol25 entry of this formula, charge and spin) (kJ/mol) = 125.0
- E_HOMO (eV) = -8.29
- strongest force on any atom (Eh/bohr) = 0.0052

The geometry in ORCA input format:
```
! wB97M-V def2-TZVPD RIJCOSX def2/J DEFGRID3
* xyz 0 1
N 1.476 -1.197 -0.088
C 0.306 -0.543 0.097
C 0.290 0.981 0.060
O 1.037 1.555 -0.978
N -1.103 1.377 0.146
C -1.736 0.290 0.434
C -0.947 -0.937 0.433
H 1.516 -2.202 -0.063
H 2.196 -0.714 -0.603
H 0.442 1.679 -1.729
H 0.760 1.306 0.999
H -2.803 0.319 0.656
H -1.318 -1.937 0.616
*
```

These are the Löwdin partial charges, in e, on atoms 1 to 4: number 1, N, carries 0.1386; number 2, C, carries -0.2888; number 3, C, carries -0.3950; number 4, O, carries 0.0003



# 8
The following is a quantum chemistry calculation of C46H45Br2CrN3OS2 as an isolated structure in a non-equilibrium geometry, from OMol25.

Computed properties:
- E_HOMO (spin up / spin down) (eV) = -9.91 / -10.02
- strongest force on any atom (Eh/bohr) = 0.0309

The geometry in ORCA input format:
```
! wB97M-V def2-TZVPD RIJCOSX def2/J DEFGRID3
* xyz 1 4
Cr -0.156 -0.285 -0.077
C 1.151 1.907 0.363
C 0.450 2.061 1.581
C 0.543 0.790 2.258
C 1.449 -0.009 1.510
C 1.843 0.666 0.318
C 3.161 0.461 -0.406
C 3.040 0.734 -1.909
C 3.714 -0.954 -0.213
C 4.161 1.454 0.212
C 0.105 0.289 3.630
C -0.056 -1.241 3.598
C 1.207 0.616 4.653
C -1.237 0.838 4.113
C -0.019 3.436 2.047
C 0.682 3.794 3.371
C 0.410 4.525 1.047
C -1.539 3.570 2.212
H 1.318 2.685 -0.362
H 1.971 -0.866 1.899
H 2.441 -0.036 -2.393
H 4.029 0.720 -2.361
H 2.595 1.706 -2.105
H 3.033 -1.703 -0.609
H 3.906 -1.162 0.835
H 4.657 -1.047 -0.745
H 3.852 2.479 0.031
H 5.148 1.312 -0.219
H 4.230 1.300 1.287
H 0.906 -1.734 3.488
H -0.727 -1.536 2.791
H -0.482 -1.583 4.539
H 2.148 0.156 4.362
H 0.918 0.238 5.630
H 1.376 1.683 4.734
H -1.982 0.769 3.323
H -1.157 1.864 4.452
H -1.590 0.250 4.958
H 1.736 3.532 3.330
H 0.225 3.299 4.220
H 0.610 4.866 3.541
H 1.483 4.502 0.880
H 0.164 5.500 1.462
H -0.113 4.441 0.099
H -1.930 2.976 3.027
H -2.046 3.274 1.299
H -1.783 4.610 2.411
Br -3.840 -3.370 0.954
C -4.069 -1.579 0.402
C -5.327 -1.021 0.215
C -5.444 0.287 -0.200
Br -7.177 1.018 -0.463
C -4.307 1.090 -0.452
C -4.334 2.415 -0.925
C -3.142 3.059 -1.153
C -1.935 2.417 -0.852
N -1.865 1.182 -0.386
C -3.029 0.516 -0.218
C -2.900 -0.845 0.184
O -1.720 -1.335 0.302
H -6.211 -1.615 0.399
H -5.279 2.903 -1.107
H -3.134 4.069 -1.535
H -0.994 2.934 -0.983
S -0.713 1.103 -7.052
C -1.293 2.677 -7.368
C -1.553 3.371 -6.227
C -1.277 2.629 -5.067
C -0.808 1.364 -5.330
C -0.440 0.314 -4.409
C -0.438 0.538 -3.020
N -0.138 -0.380 -2.116
C 0.231 -1.604 -2.568
C 0.245 -1.948 -3.939
C 0.596 -3.280 -4.304
C 0.916 -4.205 -3.366
C 0.924 -3.881 -1.979
C 1.201 -4.807 -0.970
C 1.088 -4.413 0.361
C 0.778 -3.062 0.624
N 0.587 -2.149 -0.306
C 0.597 -2.559 -1.595
C 1.310 -5.319 1.459
C 1.147 -5.094 2.807
C 1.484 -6.203 3.601
C 1.897 -7.269 2.861
S 1.880 -6.944 1.184
C -0.106 -0.961 -4.861
H -1.415 3.003 -8.382
H -1.929 4.379 -6.219
H -1.431 3.017 -4.074
H -0.694 1.515 -2.644
H 0.583 -3.532 -5.352
H 1.147 -5.220 -3.651
H 1.473 -5.820 -1.225
H 0.698 -2.728 1.641
H 0.781 -4.175 3.225
H 1.428 -6.206 4.674
H 2.214 -8.231 3.210
H -0.111 -1.186 -5.915
*
```

These are the Löwdin partial charges, in e, on atoms 1 to 4: number 1, Cr, carries 0.9049; number 2, C, carries -0.0504; number 3, C, carries -0.0994; number 4, C, carries -0.0999



The lowest strongest force on any atom belongs to which entry?
C4H6N2O



What is the strongest force on any atom in the third record?
0.0589 Eh/bohr



Which of these has the lowest strongest force on any atom?
C4H6N2O